ORCA calculation (ωB97M-V with the def2-TZVPD basis set) on C50H57N9O4PbS3Si3 as an isolated structure.

Calculated values
* HOMO level (spin up / spin down): -0.3927 / -0.4489 Eh
* net charge: +2
* Kohn-Sham gap (spin up / spin down): 5.2 / 6.9 eV
* LUMO energy (spin up / spin down): -5.5 / -5.3 eV
* total energy: -135750.767 eV

Each line ends with the Löwdin charge.
CARTESIAN COORDINATES (ANGSTROEM)
1 Pb 0.26083 0.54723 1.97058  1.255
2 S 2.78212 -0.42419 1.68102  0.086
3 C 4.16150 -0.49514 -1.24369  0.000
4 N 4.57654 -0.34441 -2.45999  -0.123
5 C 4.42660 -1.42678 -3.44686  -0.080
6 C 4.77521 -2.72598 -2.75017  -0.079
7 N 3.97901 -2.87386 -1.53467  -0.084
8 C 3.69405 -4.23130 -1.09091  -0.107
9 C 2.73330 -4.94738 -2.01619  -0.218
10 C 2.99102 -6.25675 -2.40250  -0.031
11 C 2.12179 -6.91999 -3.25610  -0.057
12 C 0.98688 -6.27891 -3.72813  -0.065
13 C 0.72979 -4.96873 -3.35054  -0.075
14 C 1.59450 -4.30605 -2.49349  -0.044
15 C 3.55729 -1.77083 -0.93828  -0.566
16 S 2.37289 -1.88163 0.32158  0.532
17 C 5.02706 0.94574 -2.96162  -0.087
18 C 3.98260 1.52185 -3.89927  -0.208
19 C 4.37725 2.22088 -5.03333  -0.026
20 C 3.43203 2.76585 -5.88953  -0.052
21 C 2.08122 2.58574 -5.63808  -0.060
22 C 1.68239 1.86635 -4.52164  -0.079
23 C 2.62571 1.34812 -3.64843  -0.048
24 H 5.09931 -1.25634 -4.28516  0.145
25 H 3.40031 -1.44225 -3.82171  0.141
26 H 5.83766 -2.74017 -2.48657  0.152
27 H 4.56188 -3.56483 -3.41181  0.144
28 H 3.27455 -4.17633 -0.08632  0.097
29 H 4.63596 -4.78324 -1.04681  0.141
30 H 3.87564 -6.76002 -2.03103  0.119
31 H 2.34950 -7.92914 -3.57083  0.115
32 H 0.30077 -6.79821 -4.38296  0.112
33 H -0.14006 -4.45620 -3.74126  0.094
34 H 1.38239 -3.28399 -2.19394  0.094
35 H 5.97318 0.83103 -3.49375  0.135
36 H 5.18257 1.59383 -2.09969  0.131
37 H 5.43178 2.34780 -5.24670  0.119
38 H 3.75445 3.32224 -6.75881  0.115
39 H 1.34389 3.00322 -6.31002  0.115
40 H 0.62764 1.70408 -4.33873  0.096
41 H 2.29817 0.80318 -2.76751  0.106
42 S -1.45748 5.33580 8.33006  1.075
43 N -0.95646 3.81096 8.25228  -0.207
44 C -0.79417 3.50869 6.97670  -0.302
45 C -0.36592 2.23882 6.45094  -0.072
46 C -0.11368 1.14188 7.28035  0.037
47 C 0.28292 -0.04345 6.70944  -0.011
48 C 0.43977 -0.09213 5.32853  -0.113
49 N 0.18963 0.93170 4.52561  -0.010
50 C -0.23118 2.09779 5.05763  -0.140
51 C -0.56144 3.21237 4.16048  -0.141
52 N -0.45493 3.02061 2.83259  0.029
53 C -0.75438 4.01907 2.01694  -0.130
54 C -1.18950 5.26829 2.44876  -0.012
55 C -1.31742 5.48195 3.80071  0.033
56 C -0.99479 4.44706 4.68194  -0.073
57 C -1.10432 4.59293 6.10964  -0.303
58 N -1.49231 5.67494 6.76012  -0.207
59 H -0.24576 1.25420 8.34796  0.130
60 H 0.46734 -0.92342 7.30808  0.120
61 H 0.77523 -1.00082 4.84356  0.096
62 H -0.64577 3.81506 0.95971  0.094
63 H -1.42696 6.04121 1.73175  0.119
64 H -1.66610 6.42316 4.20418  0.130
65 C 3.44492 3.12131 1.11919  0.011
66 C 2.25519 3.09259 0.23435  -0.348
67 N 1.26911 2.22110 0.27807  0.025
68 C 0.42963 2.48281 -0.79400  -0.201
69 C 0.90118 3.62951 -1.46638  -0.083
70 N 2.06483 3.95076 -0.77938  0.183
71 C 0.59811 4.52501 -2.58628  -0.488
72 O -0.54356 4.36635 -3.27659  0.137
73 O 1.35943 5.41517 -2.86367  0.126
74 C -0.44253 1.42914 -1.06999  -0.387
75 O -1.43016 1.57016 -2.22260  -0.036
76 O -0.49176 0.32580 -0.50953  -0.162
77 H 3.20625 2.69975 2.09235  0.073
78 H 3.82138 4.13676 1.23164  0.093
79 H 4.23720 2.50927 0.68258  0.085
80 H 2.64204 4.72339 -1.08347  0.174
81 H -1.05338 3.61747 -2.96493  0.068
82 C -5.57260 0.96221 -1.14146  -0.158
83 Si -3.85747 1.10726 -0.37858  0.515
84 C -3.99567 2.38771 0.99616  -0.164
85 C -2.81770 2.05456 -1.79094  -0.077
86 C -2.93373 -0.46280 -0.03085  -0.316
87 Si -2.80189 -1.77940 -1.42600  0.496
88 C -1.62427 -1.38734 -2.90154  -0.160
89 C -2.08489 -3.38386 -0.74481  -0.156
90 C -4.47509 -2.00008 -2.27487  -0.166
91 Si -3.21460 -1.24148 1.65493  0.490
92 C -4.80601 -2.26577 1.60089  -0.157
93 C -3.38783 -0.07975 3.13961  -0.163
94 C -1.81891 -2.42403 2.24174  -0.308
95 C -2.15540 -3.72295 2.62379  -0.074
96 C -1.19940 -4.58617 3.12938  -0.031
97 C 0.10357 -4.13112 3.24456  -0.035
98 C 0.37574 -2.82819 2.87224  -0.210
99 N -0.54313 -1.98131 2.39233  -0.048
100 H -5.99941 1.95657 -1.29183  0.050
101 H -6.26038 0.41410 -0.49601  0.044
102 H -5.56635 0.46465 -2.11039  0.016
103 H -4.18230 3.38110 0.58234  0.047
104 H -3.10695 2.44662 1.62206  0.011
105 H -4.84331 2.14811 1.63812  0.038
106 H -3.40425 2.08021 -2.71002  0.101
107 H -1.51746 0.64111 -2.55375  0.091
108 H -2.63294 3.08104 -1.47440  0.090
109 H -0.64139 -1.00699 -2.61342  0.026
110 H -2.04980 -0.76510 -3.70020  0.049
111 H -1.43437 -2.34918 -3.38188  0.034
112 H -1.18223 -3.18744 -0.16356  0.032
113 H -1.81321 -4.06508 -1.55286  0.034
114 H -2.78218 -3.91371 -0.09661  0.026
115 H -4.68246 -1.19347 -2.97986  0.025
116 H -5.30193 -2.04014 -1.56570  0.032
117 H -4.47917 -2.93206 -2.84389  0.046
118 H -5.65469 -1.65737 1.28472  0.038
119 H -5.04096 -2.64347 2.59851  0.047
120 H -4.74365 -3.12057 0.92565  0.032
121 H -4.29955 0.51338 3.08797  0.028
122 H -2.54371 0.60388 3.25406  -0.006
123 H -3.44489 -0.68562 4.04618  0.049
124 H -3.18037 -4.05411 2.53192  0.098
125 H -1.46926 -5.58910 3.43201  0.120
126 H 0.89301 -4.76717 3.61923  0.115
127 H 1.38209 -2.43512 2.96949  0.044

Atoms 1-6, force components in eV/Å:
-0.4 -0.1 -0.5
0.4 0.0 0.3
0.4 0.7 0.1
-0.4 -0.3 0.1
-0.1 -0.2 0.0
0.2 0.2 -0.3

ORCA calculation (ωB97M-V with the def2-TZVPD basis set) on a 19-piece molecular cluster, C39H61Cl54NO4S3 overall.

Calculated values
* HOMO level: -0.3050 Eh
* Kohn-Sham gap: 8.3 eV
* LUMO energy: 0.0 eV
* total energy: -759826.354 eV

Each line ends with the Löwdin charge.
CARTESIAN COORDINATES (ANGSTROEM)
1 C -2.94321 -3.35089 -0.27214  -0.122
2 C -2.11798 -4.64787 -0.23180  -0.265
3 N -0.78064 -4.45783 -0.78781  -0.229
4 C 0.13974 -5.58002 -0.53224  -0.240
5 C -0.44950 -6.97306 -0.74630  -0.078
6 C -0.77796 -4.07266 -2.13668  -1.107
7 S -1.82369 -4.54956 -3.29165  0.689
8 S 0.56542 -2.98270 -2.55346  0.854
9 C 0.64312 -1.85969 -1.11342  -0.479
10 C 0.62585 -0.39418 -1.59905  -0.238
11 C 0.55916 0.49298 -0.37025  -0.267
12 O 1.33285 1.70746 -0.60280  -0.369
13 S 0.79631 2.86894 0.42234  0.816
14 O 0.74624 2.27270 1.74399  -0.419
15 O 2.09887 3.86702 0.36551  -0.359
16 C 2.13707 4.69142 1.55881  -0.248
17 C 2.99505 5.93009 1.26304  -0.157
18 C 4.13322 6.09199 2.29914  -0.199
19 C 4.55240 7.57701 2.47210  -0.198
20 C 4.25097 8.02904 3.91185  -0.214
21 C 4.85289 9.39794 4.26126  -0.196
22 C 5.81740 9.40280 5.45551  -0.209
23 C 5.14277 9.34213 6.83374  -0.194
24 C 4.62394 7.98454 7.32904  -0.206
25 C 5.68957 7.00888 7.85358  -0.181
26 C 6.58140 6.34391 6.79587  -0.164
27 C 8.02411 6.83914 6.89666  -0.234
28 O 8.60409 6.35450 8.10845  -0.189
29 C 9.15301 7.37427 8.90547  -0.126
30 H -2.40749 -2.54349 -0.76590  0.063
31 H -3.89918 -3.52370 -0.75244  0.012
32 H -3.13814 -3.03395 0.74926  -0.015
33 H -2.67718 -5.40469 -0.78982  0.086
34 H -2.01772 -5.01112 0.79058  0.108
35 H 0.96985 -5.47885 -1.22881  0.048
36 H 0.56929 -5.51176 0.46921  0.106
37 H -1.30595 -7.18987 -0.11320  0.067
38 H 0.32652 -7.68851 -0.46298  0.078
39 H -0.66218 -7.16989 -1.79511  0.069
40 H 1.57129 -1.98900 -0.56084  0.068
41 H -0.21426 -2.04837 -0.47860  0.022
42 H -0.26173 -0.26128 -2.21841  0.115
43 H 1.50962 -0.17119 -2.18132  0.034
44 H -0.47210 0.75124 -0.12480  0.076
45 H 0.99562 -0.01519 0.48478  0.055
46 H 1.12164 5.01809 1.79134  0.113
47 H 2.54496 4.12827 2.39259  0.104
48 H 3.44763 5.84405 0.27789  0.119
49 H 2.36773 6.81525 1.34587  0.108
50 H 4.98421 5.46228 2.04389  0.097
51 H 3.73546 5.72731 3.24891  0.100
52 H 5.62644 7.64342 2.29856  0.109
53 H 4.00754 8.18380 1.75078  0.106
54 H 4.63831 7.24092 4.55414  0.075
55 H 3.16420 8.00363 4.02979  0.118
56 H 5.42703 9.74330 3.39823  0.104
57 H 4.07416 10.14577 4.41992  0.108
58 H 6.58332 8.64309 5.30639  0.090
59 H 6.34374 10.36107 5.41365  0.107
60 H 5.80196 9.77329 7.59096  0.107
61 H 4.28177 10.01554 6.78204  0.106
62 H 3.96808 7.51247 6.59855  0.098
63 H 3.97726 8.20474 8.18411  0.106
64 H 6.26575 7.52813 8.61843  0.099
65 H 5.14506 6.21294 8.36507  0.108
66 H 6.25873 6.54859 5.77527  0.087
67 H 6.61748 5.26172 6.91084  0.113
68 H 8.05664 7.93128 6.89204  0.108
69 H 8.62648 6.45393 6.06957  0.122
70 H 9.91731 7.95324 8.37686  0.088
71 H 8.38685 8.07104 9.26382  0.078
72 H 9.61183 6.91421 9.77789  0.087
73 C 1.41568 -2.08536 3.32104  -1.522
74 Cl 0.43749 -2.73891 2.00381  0.570
75 Cl 2.73251 -3.18770 3.72844  0.543
76 Cl 2.02860 -0.48525 2.91157  0.591
77 H 0.77876 -1.98344 4.18838  -0.052
78 C 4.70880 -1.93222 -3.62265  -1.493
79 Cl 3.01075 -1.46337 -3.64228  0.556
80 Cl 5.12959 -2.73987 -2.10750  0.552
81 Cl 5.10404 -2.95065 -5.00688  0.560
82 H 5.30160 -1.02958 -3.68502  -0.032
83 C 5.88745 1.13999 1.94054  -1.541
84 Cl 7.47527 1.71803 2.45137  0.531
85 Cl 4.99967 2.40242 1.08048  0.563
86 Cl 6.03846 -0.30414 0.94179  0.505
87 H 5.32321 0.87935 2.82448  0.004
88 C -5.27214 -6.24041 -4.64677  -1.549
89 Cl -4.44212 -4.79760 -5.22775  0.492
90 Cl -7.02011 -6.01291 -4.65784  0.523
91 Cl -4.81838 -7.65119 -5.60917  0.522
92 H -4.95860 -6.41687 -3.62542  0.010
93 C 3.52403 2.47144 -3.52443  -1.528
94 Cl 2.67280 1.55338 -4.76953  0.522
95 Cl 4.99054 1.64407 -2.98563  0.548
96 Cl 3.91248 4.09403 -4.09843  0.536
97 H 2.86386 2.56344 -2.66971  -0.007
98 C -7.22444 -3.29098 0.29260  -1.527
99 Cl -8.73621 -4.17090 0.50529  0.532
100 Cl -6.05239 -3.75172 1.53112  0.516
101 Cl -6.56878 -3.56185 -1.32330  0.535
102 H -7.42898 -2.23364 0.39913  0.012
103 C -8.35421 -3.39737 5.20947  -1.537
104 Cl -9.58353 -4.26481 4.28649  0.541
105 Cl -6.96319 -4.43552 5.52190  0.521
106 Cl -7.86400 -1.93012 4.36335  0.522
107 H -8.78508 -3.11192 6.15944  0.013
108 C -1.98032 3.77797 -3.30694  -1.520
109 Cl -3.54155 2.96225 -3.20312  0.510
110 Cl -0.94213 3.23142 -1.98644  0.572
111 Cl -1.21717 3.48370 -4.87087  0.532
112 H -2.13810 4.84293 -3.20273  0.015
113 C -6.45056 1.03585 -5.56885  -1.520
114 Cl -5.95651 -0.56623 -6.10581  0.523
115 Cl -8.09207 1.42285 -6.10220  0.514
116 Cl -6.34234 1.15618 -3.81037  0.502
117 H -5.77280 1.75951 -6.00217  0.015
118 C -9.85791 -1.92196 -4.94265  -1.534
119 Cl -11.38922 -2.78766 -4.79624  0.536
120 Cl -8.73794 -2.37876 -3.65907  0.497
121 Cl -9.11662 -2.20980 -6.51726  0.479
122 H -10.05686 -0.86206 -4.85102  0.001
123 C 9.97245 -1.37690 -0.82104  -1.547
124 Cl 8.32021 -1.43637 -1.43626  0.487
125 Cl 10.57817 0.28010 -0.81387  0.526
126 Cl 10.05941 -2.08134 0.79382  0.526
127 H 10.59929 -1.96266 -1.47945  0.010
128 C 4.88847 -6.03736 -2.16199  -1.585
129 Cl 5.66011 -7.51092 -2.75204  0.532
130 Cl 3.22740 -5.91988 -2.73784  0.548
131 Cl 4.94278 -5.96045 -0.39824  0.521
132 H 5.43598 -5.19064 -2.55081  -0.068
133 C -7.92206 0.03356 -10.33627  -1.533
134 Cl -6.19704 -0.33372 -10.44968  0.531
135 Cl -8.55582 -0.46749 -8.76921  0.467
136 Cl -8.21027 1.75414 -10.61252  0.531
137 H -8.43413 -0.52334 -11.10830  -0.043
138 C -3.40717 0.34877 1.91445  -1.496
139 Cl -4.49769 -0.27874 0.67497  0.550
140 Cl -2.08611 -0.78101 2.23806  0.521
141 Cl -2.76783 1.91753 1.42157  0.561
142 H -3.97420 0.47579 2.82700  0.017
143 C -2.21925 -3.96004 5.13563  -1.522
144 Cl -1.41759 -2.46249 5.62852  0.554
145 Cl -3.08479 -3.73560 3.61756  0.515
146 Cl -1.05876 -5.27976 5.00901  0.545
147 H -2.94052 -4.21220 5.90134  0.011
148 C -3.45105 -10.84381 -7.85874  -1.567
149 Cl -4.90333 -11.84304 -7.79232  0.521
150 Cl -2.37430 -11.21078 -6.51067  0.519
151 Cl -2.61917 -11.04945 -9.40082  0.523
152 H -3.75220 -9.80791 -7.77610  -0.011
153 C -9.85142 -8.02366 3.80561  -1.570
154 Cl -11.34282 -8.93801 4.03577  0.526
155 Cl -8.65994 -8.44150 5.03754  0.518
156 Cl -9.19909 -8.27740 2.18703  0.524
157 H -10.08085 -6.97299 3.91007  -0.051
158 C -6.40232 -2.90880 -13.28203  -1.560
159 Cl -6.38986 -4.39310 -12.33282  0.533
160 Cl -5.88179 -3.21357 -14.93828  0.532
161 Cl -8.00605 -2.16640 -13.25924  0.540
162 H -5.70845 -2.21262 -12.82987  -0.015

Atoms 1-6, force components in eV/Å:
0.3 -0.4 0.6
-0.6 0.1 -0.3
-0.5 -0.1 -0.1
0.4 -0.2 -0.1
0.5 -0.2 0.1
0.4 0.3 0.1